1.
Density functional theory data (ωB97M-V with the def2-TZVPD basis set) for a structure of composition C10H30BaN2O11.

Calculated values
E: -1361.10853 Ha
Frontier orbital gap: 0.08955 Ha
ΔE to the lowest compared entry with this formula, charge and spin: 243.0 kcal/mol
LUMO: -3.8 eV
HOMO energy: -6.267 eV
Net charge: 0
F_max: 3.69 eV Å⁻¹

The geometry in XYZ format:
```
54
Properties=species:S:1:pos:R:3:lowdin_charge:R:1
Ba -19.711 -5.906 -3.357 1.810
N -18.080 -11.212 -1.370 -0.712
O -19.168 -11.673 -1.136 -0.038
O -17.096 -11.862 -0.993 -0.055
O -17.971 -10.177 -1.998 -0.110
N -20.504 -6.845 2.297 -0.733
O -20.829 -5.882 2.991 -0.089
O -21.110 -7.865 2.432 -0.025
O -19.611 -6.722 1.470 -0.116
C -15.979 -1.199 0.337 -0.091
C -15.603 -2.252 -0.712 -0.307
O -16.517 -3.329 -0.665 -0.107
H -17.020 -0.879 0.374 0.072
H -15.366 -0.304 0.236 0.069
H -15.830 -1.438 1.390 0.073
H -14.612 -2.694 -0.605 0.109
H -15.639 -1.786 -1.696 0.103
H -16.740 -3.607 0.226 0.090
C -23.284 -0.550 -0.350 -0.076
C -22.130 -1.633 -0.237 -0.266
O -21.327 -1.634 -1.416 -0.130
H -23.012 0.506 -0.378 0.066
H -23.763 -0.542 0.629 0.065
H -24.075 -0.743 -1.074 0.065
H -22.462 -2.670 -0.183 0.111
H -21.469 -1.371 0.589 0.108
H -21.133 -0.721 -1.642 0.070
C -17.049 -1.234 -7.203 -0.095
C -17.276 -2.714 -7.565 -0.287
O -17.063 -3.427 -6.335 -0.112
H -15.996 -1.064 -6.977 0.071
H -17.561 -0.895 -6.303 0.070
H -17.334 -0.502 -7.959 0.073
H -16.623 -2.968 -8.400 0.110
H -18.300 -2.872 -7.905 0.105
H -16.125 -3.362 -6.138 0.080
C -19.413 -10.814 -7.312 -0.064
C -18.789 -9.420 -7.491 -0.340
O -19.634 -8.350 -7.178 -0.106
H -19.378 -11.097 -6.260 0.083
H -18.759 -11.529 -7.812 0.075
H -20.365 -10.909 -7.834 0.073
H -18.210 -9.196 -8.387 0.112
H -18.020 -9.353 -6.722 0.105
H -20.213 -8.257 -7.939 0.081
C -24.014 -2.012 -7.757 -0.137
C -23.977 -2.339 -6.364 -0.341
O -23.332 -3.616 -6.268 -0.091
H -24.397 -1.006 -7.929 0.091
H -24.556 -2.715 -8.389 0.085
H -23.019 -2.107 -8.191 0.083
H -25.026 -2.263 -6.077 0.119
H -23.383 -1.587 -5.845 0.121
H -23.871 -4.279 -6.707 0.080
```

***

2.
Density functional theory data (ωB97M-V with the def2-TZVPD basis set) for a structure of composition C10H30BaN2O17P3.

Calculated values
E: -2837.14446 Ha
Frontier orbital gap: 0.30508 Ha
LUMO: -3.7 eV
HOMO energy: -12.031 eV
Net charge: +1
F_max: 2.02 eV Å⁻¹

The geometry in XYZ format:
```
63
Properties=species:S:1:pos:R:3:lowdin_charge:R:1
Ba 3.402 -0.992 -2.791 1.994
N 2.921 -0.172 0.636 -0.591
O 3.825 -0.274 -0.283 -0.327
O 1.906 -0.863 0.524 -0.018
O 3.140 0.530 1.594 0.038
C 2.123 2.425 3.857 0.038
N 0.805 2.966 4.263 -0.451
O 0.321 2.598 5.305 0.090
O 0.293 3.752 3.482 0.036
H 2.096 2.342 2.779 0.064
H 2.233 1.436 4.287 0.100
H 2.904 3.089 4.212 0.106
C -1.258 1.294 2.204 -0.107
O -2.166 0.347 1.640 -0.213
P -2.808 -0.794 2.552 0.316
O -3.215 -0.319 3.863 -0.205
O -3.947 -1.343 1.626 -0.214
C -5.244 -0.731 1.664 -0.071
O -1.860 -2.052 2.525 -0.205
C -0.468 -1.950 2.882 -0.067
H -1.274 1.278 3.294 0.081
H -1.562 2.279 1.856 0.088
H -0.231 1.123 1.867 0.076
H -5.383 -0.157 0.753 0.088
H -5.337 -0.104 2.548 0.085
H -5.970 -1.538 1.727 0.091
H -0.023 -1.011 2.559 0.061
H 0.061 -2.768 2.407 0.088
H -0.353 -2.016 3.966 0.100
C 0.682 4.366 -0.578 -0.032
O 0.887 2.967 -0.930 -0.190
P 1.781 2.635 -2.151 0.284
O 1.992 1.172 -2.250 -0.453
O 1.108 3.280 -3.407 -0.193
C -0.207 2.755 -3.751 -0.042
O 3.073 3.495 -2.079 -0.188
C 4.082 3.267 -1.063 -0.034
H 0.876 5.016 -1.430 0.095
H 1.341 4.620 0.243 0.093
H -0.349 4.461 -0.260 0.098
H -0.238 1.674 -3.627 0.083
H -0.348 2.979 -4.804 0.097
H -0.952 3.267 -3.151 0.096
H 3.966 4.008 -0.273 0.098
H 5.055 3.438 -1.520 0.097
H 4.052 2.265 -0.639 0.067
C -1.018 -1.606 -0.687 -0.025
O -1.056 -2.269 -1.996 -0.187
P 0.044 -3.293 -2.377 0.298
O 1.420 -2.740 -2.473 -0.465
O -0.430 -3.879 -3.748 -0.207
C -1.828 -4.233 -3.956 -0.047
O -0.089 -4.416 -1.309 -0.188
C 0.165 -5.810 -1.571 -0.042
H -1.979 -1.802 -0.216 0.084
H -0.913 -0.543 -0.866 0.096
H -0.262 -2.011 -0.022 0.068
H -2.384 -4.273 -3.025 0.094
H -1.854 -5.202 -4.451 0.096
H -2.277 -3.517 -4.640 0.096
H 1.128 -6.075 -1.129 0.096
H 0.194 -6.008 -2.637 0.087
H -0.593 -6.362 -1.026 0.099
```

***

3.
Density functional theory data (ωB97M-V with the def2-TZVPD basis set) for a cluster of 6 separate species, C10H30BrO5 in total.

Calculated values
E: -3349.11660 Ha
Spin multiplicity: 2
Frontier orbital gap (alpha / beta): 0.06075 / 0.30517 Ha
LUMO (alpha / beta): 5.2 / 5.1 eV
HOMO energy (alpha / beta): 3.535 / -3.204 eV
Net charge: -2
F_max: 2.85 eV Å⁻¹

The geometry in XYZ format:
```
46
Properties=species:S:1:pos:R:3:lowdin_charge:R:1
Br -20.962 -7.426 -1.787 0.121
C -22.700 -9.771 -4.480 -0.122
C -21.978 -10.809 -3.695 -0.433
O -21.974 -10.527 -2.373 -0.112
H -23.669 -9.563 -4.025 0.068
H -22.897 -10.164 -5.477 0.047
H -22.179 -8.814 -4.490 0.045
H -20.916 -10.887 -3.926 0.079
H -22.244 -11.842 -3.921 0.100
H -21.518 -9.685 -2.305 -0.084
C -17.458 -5.148 -2.857 -0.136
C -18.760 -4.449 -2.829 -0.383
O -19.150 -4.604 -1.493 -0.140
H -17.048 -4.853 -3.822 0.051
H -17.670 -6.214 -2.766 0.067
H -16.721 -4.827 -2.121 0.069
H -19.449 -4.920 -3.529 0.100
H -18.699 -3.385 -3.059 0.095
H -19.926 -5.168 -1.536 -0.066
C -16.191 -9.895 -1.375 -0.137
C -16.655 -8.702 -0.494 -0.337
O -18.070 -8.548 -0.560 -0.132
H -15.108 -10.004 -1.423 0.039
H -16.597 -9.905 -2.387 0.052
H -16.572 -10.743 -0.804 0.057
H -16.172 -7.742 -0.678 0.088
H -16.466 -8.853 0.569 0.091
H -18.194 -8.084 -1.391 -0.003
C -21.670 -3.681 0.257 -0.125
C -22.758 -3.970 -0.715 -0.359
O -23.267 -5.261 -0.460 -0.126
H -22.075 -3.219 1.158 0.061
H -20.797 -3.121 -0.078 0.059
H -21.197 -4.621 0.540 0.074
H -22.305 -3.896 -1.703 0.100
H -23.517 -3.193 -0.622 0.099
H -22.703 -5.952 -0.815 -0.077
C -18.899 -10.206 -5.904 -0.346
C -18.953 -8.949 -5.106 -0.434
O -18.809 -9.255 -3.771 -0.133
H -19.004 -10.155 -6.988 -0.022
H -19.688 -10.840 -5.502 0.033
H -17.942 -10.727 -5.872 0.010
H -19.824 -8.301 -5.204 0.097
H -18.082 -8.401 -5.466 0.061
H -19.566 -8.918 -3.286 -0.053
```

***

4.
Density functional theory data (ωB97M-V with the def2-TZVPD basis set) for a structure of composition C10H30ClILaP3.

Calculated values
E: -2212.10080 Ha
Frontier orbital gap: 0.29310 Ha
ΔE to the lowest compared entry with this formula, charge and spin: 0.0 kcal/mol
LUMO: -7.3 eV
HOMO energy: -15.314 eV
Net charge: +2
F_max: 2.12 eV Å⁻¹

The geometry in XYZ format:
```
46
Properties=species:S:1:pos:R:3:lowdin_charge:R:1
C 2.422 3.955 0.103 -0.292
I 3.114 1.742 -0.308 0.726
H 1.362 4.169 -0.101 0.018
H 3.091 4.503 -0.574 0.020
H 2.694 4.159 1.148 0.024
La 0.176 1.020 0.093 0.800
P 0.114 0.517 -2.786 0.625
C 1.580 -0.013 -3.738 -0.272
C -1.215 -0.207 -3.823 -0.257
H -1.140 0.225 -4.833 0.065
H -0.090 2.190 -4.452 0.061
H -2.196 0.040 -3.390 0.062
H -0.843 2.770 -2.916 0.031
H 1.709 -1.096 -3.639 0.045
H -1.106 -1.298 -3.885 0.046
C 0.023 2.261 -3.362 -0.276
H 1.415 0.249 -4.790 0.068
H 0.940 2.810 -3.111 0.045
H 2.473 0.499 -3.358 0.023
P -0.646 0.333 2.793 0.617
C 0.460 -0.330 4.092 -0.250
C -0.890 2.042 3.419 -0.281
H -3.028 -0.039 2.616 0.059
H -2.422 -0.168 4.310 0.066
H -2.190 -1.527 3.146 0.031
C -2.236 -0.439 3.262 -0.238
H -1.577 2.604 2.769 0.027
H -1.318 1.914 4.421 0.062
H -0.068 -0.223 5.048 0.067
H 1.387 0.258 4.096 0.054
H 0.068 2.576 3.483 0.051
H 0.698 -1.381 3.892 0.028
Cl -2.099 2.175 -0.181 -0.163
C -1.284 -2.678 -1.031 -0.247
P -0.180 -1.967 0.231 0.663
C -0.341 -3.078 1.661 -0.253
C 1.444 -2.458 -0.465 -0.270
H -2.314 -2.680 -0.656 0.064
H -0.946 -3.699 -1.238 0.067
H -1.239 -2.078 -1.952 0.004
H -1.371 -3.119 2.021 0.046
H -0.036 -4.066 1.303 0.066
H 0.313 -2.775 2.488 0.031
H 1.433 -3.546 -0.572 0.062
H 1.606 -1.994 -1.447 0.021
H 2.254 -2.155 0.213 0.051
```

***

5.
Density functional theory data (ωB97M-V with the def2-TZVPD basis set) for a cluster of 4 separate species, C10H30N2O5 in total.

Calculated values
E: -884.63476 Ha
Frontier orbital gap: 0.32972 Ha
ΔE to the lowest compared entry with this formula, charge and spin: 33.3 kcal/mol
LUMO: 0.6 eV
Structure (SMILES): COC[C@H](C)N.COC[C@H](C)N.OCCO.O
HOMO energy: -8.407 eV
Net charge: 0
F_max: 2.50 eV Å⁻¹

The geometry in XYZ format:
```
47
Properties=species:S:1:pos:R:3:lowdin_charge:R:1
C 2.025 5.559 -2.583 -0.141
O 2.194 4.174 -2.506 -0.198
C 1.649 3.486 -3.648 -0.193
C 1.694 2.027 -3.273 -0.441
C 1.314 0.981 -4.332 -0.062
N 0.814 1.788 -2.110 0.035
H 2.701 5.989 -1.832 0.085
H 1.041 5.938 -2.292 0.087
H 2.400 5.998 -3.514 0.086
H 0.634 3.798 -3.899 0.131
H 2.379 3.654 -4.445 0.126
H 2.727 1.801 -2.979 0.135
H 1.661 1.362 -5.302 0.069
H 0.250 0.802 -4.470 0.075
H 1.868 0.057 -4.179 0.073
H 0.820 0.803 -1.823 0.032
H 1.233 2.320 -1.352 0.064
C -1.600 1.951 0.649 -0.090
O -1.784 0.551 0.802 -0.211
C -1.896 0.149 2.138 -0.204
C -2.580 -1.239 2.274 -0.354
C -3.380 -1.221 3.539 -0.103
N -1.625 -2.389 2.470 0.031
H -0.653 2.285 1.084 0.095
H -2.441 2.493 1.087 0.090
H -1.534 2.180 -0.413 0.085
H -0.887 0.096 2.586 0.136
H -2.379 0.901 2.773 0.119
H -3.166 -1.461 1.385 0.147
H -4.108 -0.403 3.647 0.083
H -2.827 -1.131 4.478 0.088
H -3.994 -2.122 3.626 0.080
H -2.172 -3.233 2.592 0.083
H -1.161 -2.247 3.362 0.085
O 1.175 -6.164 1.827 -0.081
C 1.066 -4.780 2.227 -0.233
C 1.153 -3.893 0.986 -0.249
O 1.010 -2.532 1.318 -0.115
H 1.065 -6.669 2.638 0.076
H 0.068 -4.720 2.669 0.102
H 1.831 -4.504 2.957 0.119
H 0.327 -4.234 0.344 0.122
H 2.045 -3.956 0.365 0.127
H 0.123 -2.364 1.701 0.030
O 0.482 -0.449 -0.498 -0.068
H -0.038 -0.038 0.214 0.020
H 0.476 -1.393 -0.294 0.027
```